*1*
Molecular formula: C25H26N4O3S
Method: DFT, ωB97M-V with the def2-TZVPD basis set

The LUMO energy is 0.544 eV. The HOMO-LUMO gap comes out at 7.967 eV. The SMILES is COc1ccc(N2CCN(C(=O)c3cc4c(-c5cccc(OC)c5)nn(C)c4s3)CC2)cc1. As for the HOMO energy: -7.42 eV.

Structure (XYZ):
```
59
Properties=species:S:1:pos:R:3:nbo_charge:R:1
C -2.18320 -3.13643 -2.01773 -0.25
H -2.42590 -2.07432 -1.90266 0.18
O -0.85394 -3.32584 -2.43652 -0.50
C 0.14703 -2.85867 -1.63349 0.26
C 1.45171 -3.03129 -2.09539 -0.23
C 2.52719 -2.57551 -1.36800 -0.25
C 2.35479 -1.90659 -0.14904 0.23
C 1.04868 -1.78592 0.32387 -0.32
C -0.03751 -2.25002 -0.40221 -0.24
H -1.02904 -2.11507 -0.00187 0.21
H 0.85145 -1.32708 1.28154 0.20
N 3.46208 -1.46145 0.56813 -0.45
C 4.60939 -0.91834 -0.14051 -0.22
H 5.51249 -1.47861 0.13250 0.19
C 4.80077 0.57643 0.19909 -0.25
N 3.50363 1.15193 0.47671 -0.43
C 2.94747 1.99588 -0.42705 0.64
O 3.58312 2.43286 -1.37132 -0.62
C 1.52787 2.37465 -0.24734 -0.29
C 0.43268 1.57165 -0.16286 -0.17
C -0.77448 2.31124 -0.21543 -0.14
C -0.52984 3.68091 -0.38488 -0.04
N -1.71337 4.30930 -0.48712 -0.17
N -2.71355 3.42060 -0.40036 -0.25
C -2.18890 2.21431 -0.23011 0.12
C -3.01458 1.02370 -0.08329 -0.05
C -4.17130 0.87534 -0.83925 -0.21
C -4.93588 -0.27017 -0.70480 -0.19
C -4.57371 -1.25248 0.19418 -0.26
C -3.43278 -1.09576 0.98340 0.30
C -2.64346 0.03527 0.82759 -0.27
H -1.75212 0.18239 1.41784 0.21
O -3.18440 -2.10683 1.86728 -0.50
C -2.17665 -1.92923 2.83235 -0.25
H -2.25323 -2.78702 3.49895 0.20
H -1.17914 -1.91791 2.38219 0.17
H -2.32883 -1.00910 3.40568 0.18
H -5.16310 -2.14692 0.31846 0.23
H -5.82691 -0.39696 -1.30120 0.22
H -4.45192 1.65640 -1.52712 0.23
C -1.97295 5.70703 -0.66296 -0.41
H -1.60117 6.27668 0.19140 0.21
H -3.05000 5.83340 -0.74618 0.24
H -1.48636 6.07209 -1.56950 0.21
S 1.13996 4.08378 -0.44689 0.43
H 0.48217 0.49781 -0.12954 0.23
C 2.92605 0.66404 1.70795 -0.23
H 1.84816 0.81225 1.69316 0.22
C 3.29610 -0.83273 1.85397 -0.23
H 4.25211 -0.92490 2.37915 0.20
H 2.54966 -1.36484 2.44281 0.22
H 3.33859 1.23018 2.55552 0.19
H 5.23576 1.11078 -0.64582 0.26
H 5.44380 0.70865 1.07480 0.19
H 4.44791 -1.01520 -1.21292 0.22
H 3.51972 -2.76013 -1.74767 0.21
H 1.60111 -3.53605 -3.03658 0.22
H -2.80326 -3.56244 -2.80482 0.20
H -2.38996 -3.65575 -1.07608 0.17
```

---

*2*
Molecular formula: C25H26N4O3S
Method: DFT, ωB97M-V with the def2-TZVPD basis set

The LUMO energy is 0.615 eV. The HOMO-LUMO gap comes out at 9.521 eV. The SMILES is O=C(NCC(=O)N(c1ccccc1)[C@H](C(=O)NC1CCCC1)c1cccnc1)c1cccs1. As for the HOMO energy: -8.91 eV.

Structure (XYZ):
```
59
Properties=species:S:1:pos:R:3:nbo_charge:R:1
O -3.56465 -0.49231 -1.82354 -0.63
C -2.99019 0.40506 -1.23261 0.66
N -1.71329 0.77080 -1.51835 -0.61
H -1.24121 1.43535 -0.92120 0.42
C -0.86388 -0.06214 -2.33856 -0.32
H -1.44712 -0.93903 -2.62922 0.26
H -0.54099 0.47616 -3.23606 0.22
C 0.37549 -0.38663 -1.52024 0.69
O 1.48411 -0.00468 -1.84983 -0.63
N 0.16344 -0.99274 -0.31982 -0.49
C -1.07493 -1.56380 0.06717 0.22
C -1.57396 -2.65454 -0.63320 -0.24
C -2.78924 -3.20641 -0.27298 -0.19
C -3.50134 -2.68781 0.79434 -0.21
C -2.99382 -1.61453 1.50577 -0.19
C -1.78437 -1.04955 1.14603 -0.27
H -1.40682 -0.18613 1.67435 0.24
H -3.54885 -1.19969 2.33424 0.22
H -4.45453 -3.11393 1.06646 0.22
H -3.18203 -4.04184 -0.83154 0.22
H -1.01324 -3.05998 -1.46287 0.21
C 1.17605 -0.75318 0.70223 -0.14
C 2.39933 -1.61584 0.57101 -0.09
C 2.63460 -2.45574 -0.51045 -0.14
C 3.80327 -3.19969 -0.54310 -0.25
C 4.69724 -3.07900 0.50870 0.03
N 4.47679 -2.29758 1.55329 -0.41
C 3.36061 -1.59699 1.58412 0.03
H 3.21934 -0.98222 2.46532 0.19
H 5.62721 -3.63089 0.52638 0.20
H 4.01300 -3.85851 -1.37103 0.22
H 1.92166 -2.52758 -1.31649 0.22
H 0.71349 -0.95762 1.67514 0.25
C 1.42935 0.78201 0.65692 0.72
O 0.46660 1.52823 0.70212 -0.69
N 2.69720 1.18101 0.58817 -0.60
H 3.40877 0.49311 0.39014 0.41
C 3.07894 2.56309 0.36952 -0.05
C 4.39599 2.85201 1.09400 -0.41
C 5.46178 2.46466 0.07277 -0.40
H 5.56474 1.37876 0.02743 0.19
H 6.43734 2.88709 0.30756 0.22
C 4.89354 3.00215 -1.24040 -0.41
H 5.13501 4.06180 -1.33354 0.20
H 5.30261 2.48622 -2.10703 0.21
C 3.37296 2.81671 -1.12461 -0.43
H 2.83938 3.69594 -1.48101 0.22
H 3.02759 1.96158 -1.70572 0.24
H 4.46344 3.91753 1.31434 0.21
H 4.47537 2.29770 2.02806 0.22
H 2.24898 3.17001 0.73717 0.23
C -3.63603 1.18810 -0.17453 -0.32
C -3.12683 2.09438 0.71784 -0.22
C -4.09748 2.56468 1.62147 -0.27
C -5.32158 2.00870 1.40638 -0.40
S -5.31858 0.89715 0.10206 0.51
H -6.23081 2.19133 1.94433 0.24
H -3.89395 3.28199 2.39651 0.23
H -2.09680 2.40369 0.74994 0.24
```

---

Sorted by energy, starting with the most stable: *2*, *1*.

---

*1*
Molecular formula: C41H66BGe2N7SeTc
Method: DFT, ωB97M-V with the def2-TZVPD basis set

The LUMO energy (spin up / spin down) is -0.575 / -1.280 eV. The expectation value of S² is 3.8066. The HOMO-LUMO gap (spin up / spin down) comes out at 6.893 / 6.217 eV. As for the HOMO energy (spin up / spin down): -7.47 / -7.50 eV. Its spin multiplicity is 4.

Structure (XYZ):
```
119
Properties=species:S:1:pos:R:3:lowdin_spin:R:1
Tc 0.19276 -0.00358 -0.03830 2.09
C 2.67234 -0.60147 -4.49780 0.00
C 1.39256 -0.77445 -3.75513 0.01
C 0.11239 -0.92750 -4.24342 0.00
C -0.70748 -1.12028 -3.12134 0.01
N 0.03865 -1.01749 -2.02081 0.05
N 1.33936 -0.86284 -2.41002 0.02
B 2.41619 -1.54575 -1.49252 0.01
N 1.74134 -2.77413 -0.85583 0.00
N 0.67076 -2.68314 -0.00475 0.01
C 0.41898 -3.92095 0.40879 0.00
C 1.33099 -4.82259 -0.17585 0.00
C 2.15066 -4.05572 -0.96517 0.00
C 3.30434 -4.48186 -1.81083 0.00
C -0.68182 -4.33321 1.36190 0.00
C -0.04400 -5.04325 2.56467 0.00
C -1.49420 -3.14972 1.86069 0.00
C -1.61052 -5.32414 0.64621 0.00
N 3.00176 -0.68270 -0.34825 0.01
N 2.33188 -0.66933 0.84418 0.03
C 3.23965 -0.44509 1.79332 0.01
C 4.49349 -0.21299 1.20141 0.00
C 4.30167 -0.38805 -0.15106 0.01
C 5.29473 -0.32046 -1.26111 0.00
C 2.99397 -0.71398 3.26274 0.00
C 3.24326 0.52556 4.12162 0.00
C 1.59291 -1.27036 3.48413 0.00
C 3.99910 -1.80249 3.67959 0.00
C -2.11672 -1.68167 -3.09882 0.00
C -2.14543 -2.84397 -4.10615 0.00
C -3.18538 -0.67039 -3.50962 0.00
C -2.41352 -2.25097 -1.71414 0.01
H 2.46381 -0.37668 -5.54215 0.00
H 3.28263 -1.50421 -4.45328 0.00
H 3.25804 0.21572 -4.07656 0.00
H -0.17508 -0.96404 -5.28030 0.00
H 3.31888 -1.87077 -2.20107 0.00
H 1.38282 -5.88978 -0.04216 0.00
H 3.41667 -5.56289 -1.74701 0.00
H 4.23618 -4.02145 -1.47941 0.00
H 3.15659 -4.21398 -2.85779 0.00
H 0.63720 -4.37596 3.09487 0.00
H 0.51877 -5.92543 2.25642 0.00
H -0.82084 -5.36181 3.26294 0.00
H -0.87895 -2.44297 2.41005 0.00
H -2.28301 -3.49838 2.53065 0.00
H -1.96582 -2.60963 1.04239 0.00
H -1.06386 -6.20094 0.29599 0.00
H -2.09133 -4.85947 -0.21557 0.00
H -2.39263 -5.66045 1.33011 0.00
H 5.42886 -0.01248 1.69610 0.00
H 6.23800 0.07093 -0.88433 0.00
H 4.94417 0.33360 -2.06003 0.00
H 5.47883 -1.30376 -1.69506 0.00
H 2.51928 1.30834 3.91240 0.00
H 4.24164 0.93231 3.94800 0.00
H 3.16007 0.26639 5.17926 0.00
H 0.81445 -0.60468 3.12294 0.00
H 1.42576 -1.44681 4.54921 0.00
H 1.47720 -2.21469 2.95171 0.00
H 5.02904 -1.45450 3.59158 0.00
H 3.88346 -2.69080 3.05620 0.00
H 3.82237 -2.08528 4.71955 0.00
H -2.01784 -2.49047 -5.13043 0.00
H -3.10866 -3.35409 -4.04390 0.00
H -1.35747 -3.56693 -3.89077 0.00
H -2.93067 -0.18379 -4.45293 0.00
H -3.31985 0.09683 -2.75282 0.00
H -4.14079 -1.18397 -3.63632 0.00
H -1.73867 -3.07762 -1.49225 0.00
H -3.44440 -2.60886 -1.66732 0.00
H -2.27455 -1.50893 -0.92863 0.00
C 2.63335 4.48874 1.10048 0.00
C 2.48618 3.15342 1.82545 0.00
Ge 0.65118 2.41741 1.74276 0.02
C 0.07237 2.09907 3.61963 0.03
C -1.34091 2.55104 3.95599 0.01
C -0.66456 3.71239 1.14865 0.00
C -1.70273 3.48175 0.34284 0.00
Ge -1.80883 1.78483 -0.69056 0.03
C -3.52023 0.91133 -0.18812 0.01
C -4.80401 1.46152 -0.80846 0.00
C -1.68980 2.24252 -2.62870 0.01
C -0.98603 3.55132 -2.99211 0.01
C -2.80455 4.48030 0.22544 0.00
C -3.09983 5.34928 1.28076 0.00
C -4.10846 6.29195 1.17806 0.00
C -4.86330 6.38690 0.01687 0.00
C -4.60469 5.51681 -1.02979 0.00
C -3.59396 4.57360 -0.91930 0.00
H 3.66324 4.84618 1.16045 0.00
H 1.99343 5.25746 1.53697 0.00
H 2.37277 4.40920 0.04410 0.00
H 2.72720 3.28078 2.88346 0.00
H 3.17786 2.40918 1.43056 0.00
H 0.79957 2.73131 4.14464 0.00
H 0.24886 1.07778 3.94101 0.00
H -1.51188 3.59220 3.68209 0.00
H -1.50458 2.46181 5.03205 0.00
H -2.08764 1.93740 3.45585 0.00
H -0.60613 4.66221 1.68430 0.00
H -3.55804 0.97459 0.89799 0.00
H -3.43740 -0.14917 -0.41629 0.00
H -5.01714 2.47697 -0.48354 0.00
H -5.65197 0.84047 -0.51055 0.00
H -4.77411 1.46124 -1.90113 0.00
H -2.70163 2.24248 -3.04178 0.00
H -1.17042 1.40812 -3.09929 0.00
H -1.59127 4.42643 -2.76150 0.00
H -0.77276 3.57552 -4.06333 0.00
H -0.03810 3.66765 -2.46797 0.01
H -2.55117 5.27168 2.20963 0.00
H -4.31493 6.94672 2.01484 0.00
H -5.65436 7.12082 -0.06338 0.00
H -5.19422 5.56436 -1.93663 0.00
H -3.42702 3.89550 -1.74426 0.00
N -1.78445 -0.10556 2.42167 0.07
C -1.01682 0.05053 1.56678 0.00
Se 1.12699 1.98328 -0.86526 0.51
```

---

*2*
Molecular formula: C41H66BGe2N7SeTc
Method: DFT, ωB97M-V with the def2-TZVPD basis set

The LUMO energy (spin up / spin down) is -0.178 / -0.989 eV. The expectation value of S² is 3.8117. The HOMO-LUMO gap (spin up / spin down) comes out at 7.575 / 6.751 eV. As for the HOMO energy (spin up / spin down): -7.75 / -7.74 eV. Its spin multiplicity is 4.

Structure (XYZ):
```
119
Properties=species:S:1:pos:R:3:lowdin_spin:R:1
Tc 0.80629 -0.04154 0.00625 2.64
C 1.44879 5.15806 0.28835 0.00
C 0.92609 4.04456 1.12105 0.00
C -0.04931 4.10296 2.09075 0.00
C -0.20001 2.79046 2.56115 0.01
N 0.63129 1.99016 1.90515 0.03
N 1.32849 2.75556 1.02885 0.00
B 2.69149 2.22206 0.55475 0.01
N 2.99719 0.96086 1.40505 0.00
N 2.60989 -0.31424 1.14695 0.01
C 3.12999 -1.09934 2.10255 0.01
C 3.82569 -0.29574 3.00625 0.01
C 3.70499 0.99976 2.54435 0.01
C 4.21099 2.22566 3.21325 0.00
C 3.07129 -2.60204 2.21135 0.00
C 4.50549 -3.13334 2.37015 0.00
C 2.23339 -2.98164 3.43965 0.00
C 2.45489 -3.26514 0.98615 0.01
N 2.78749 1.90706 -0.95435 0.01
N 2.51319 0.66016 -1.41565 0.03
C 3.14259 0.51116 -2.58625 0.01
C 3.76599 1.71796 -2.91785 0.00
C 3.54039 2.57096 -1.85995 0.00
C 4.06589 3.95526 -1.74405 0.00
C 3.43169 -0.75864 -3.34185 0.00
C 2.75769 -1.97304 -2.72275 0.00
C 3.03529 -0.62074 -4.81645 0.00
C 4.95549 -0.97834 -3.25605 0.00
C -1.11781 2.37976 3.67535 0.00
C -2.56811 2.53896 3.19655 0.00
C -0.89821 3.31696 4.87315 0.00
C -0.82581 0.94636 4.11285 0.00
H 1.31489 6.09836 0.82055 0.00
H 0.90119 5.21686 -0.65525 0.00
H 2.50099 5.01536 0.07085 0.00
H -0.56931 4.98066 2.41715 0.00
H 3.53349 3.02426 0.80375 0.00
H 4.34669 -0.59724 3.89145 0.00
H 3.41089 2.95176 3.34955 0.00
H 5.00599 2.70246 2.64095 0.00
H 4.60109 1.94356 4.18805 0.00
H 5.00529 -2.70134 3.23245 0.00
H 5.09489 -2.90474 1.48325 0.00
H 4.48059 -4.21374 2.49605 0.00
H 2.65239 -2.56414 4.35185 0.00
H 2.19979 -4.06524 3.53805 0.00
H 1.21649 -2.61464 3.32145 0.00
H 3.04169 -3.04844 0.09695 0.00
H 1.43409 -2.91704 0.84615 0.00
H 2.43869 -4.34404 1.12745 0.00
H 4.32359 1.93056 -3.80625 0.00
H 4.89119 4.08046 -2.44325 0.00
H 4.43159 4.15716 -0.73975 0.00
H 3.29649 4.68656 -1.99215 0.00
H 1.68139 -1.91294 -2.82945 0.00
H 3.00209 -2.02644 -1.66555 0.00
H 3.10579 -2.88374 -3.20645 0.00
H 1.97879 -0.39104 -4.92075 0.00
H 3.24009 -1.55154 -5.34205 0.00
H 3.60239 0.17206 -5.29725 0.00
H 5.27709 -1.05404 -2.21825 0.00
H 5.50529 -0.16454 -3.72155 0.00
H 5.21959 -1.90274 -3.76535 0.00
H -2.83641 3.59246 3.14875 0.00
H -3.24671 2.03736 3.88395 0.00
H -2.69211 2.11536 2.20015 0.00
H -1.13771 4.34566 4.61465 0.00
H 0.13549 3.27946 5.21255 0.00
H -1.54191 3.01446 5.69615 0.00
H -0.84541 0.26916 3.26665 0.00
H -1.55111 0.61166 4.85115 0.00
H 0.16569 0.89056 4.55505 0.00
C -0.41771 -4.54714 -2.56015 0.00
C -0.05751 -3.62464 -1.40755 -0.01
Ge -0.61001 -1.66604 -1.59335 -0.04
C -0.55451 -0.82854 -3.46735 0.00
C -0.59081 -1.78244 -4.64885 0.00
C -2.58511 -1.94134 -1.59505 0.00
C -3.61951 -1.12674 -1.36985 0.01
Ge -3.31281 0.46716 -0.16855 0.03
C -4.25651 2.26306 -0.46065 0.00
C -5.57801 2.52496 0.24375 0.00
C -3.41471 -0.47914 1.62655 0.01
C -4.77241 -0.55314 2.30525 0.00
C -5.00531 -1.48594 -1.68485 0.00
C -5.34221 -2.48114 -2.60545 0.00
C -6.66431 -2.80274 -2.84975 0.00
C -7.68861 -2.13024 -2.20315 0.00
C -7.37191 -1.12214 -1.30875 0.00
C -6.05021 -0.81574 -1.05435 0.00
H -0.22311 -5.58014 -2.27765 0.00
H 0.17499 -4.31954 -3.44115 0.00
H -1.46791 -4.46924 -2.82705 0.00
H 1.01149 -3.69124 -1.22845 0.00
H -0.56321 -3.96324 -0.50035 0.00
H 0.31819 -0.17854 -3.52995 0.00
H -1.43231 -0.17904 -3.50025 0.00
H -1.42891 -2.46924 -4.56795 0.00
H 0.32679 -2.36084 -4.71045 0.00
H -0.70081 -1.22564 -5.57825 0.00
H -2.80401 -2.92314 -2.01115 0.00
H -4.36971 2.39506 -1.53685 0.00
H -3.50931 2.98656 -0.13105 0.00
H -6.37431 1.91376 -0.17325 0.00
H -5.87081 3.56756 0.12645 0.00
H -5.49321 2.31306 1.30725 0.00
H -2.69381 -0.02714 2.29735 0.00
H -3.05711 -1.48734 1.41795 0.00
H -5.15651 0.43936 2.53135 0.00
H -4.67571 -1.10074 3.24235 0.00
H -5.49461 -1.07684 1.68325 0.00
H -4.56971 -3.01024 -3.14195 0.00
H -6.89971 -3.58544 -3.55565 0.00
H -8.71871 -2.38754 -2.40075 0.00
H -8.15751 -0.57234 -0.81195 0.00
H -5.80601 -0.04574 -0.33785 0.00
N -0.71531 -1.87934 2.09025 0.09
C -0.19401 -1.18834 1.32795 0.00
Se -1.09011 1.28816 -0.68645 0.10
```

---

Sorted by energy, starting with the most stable: *2*, *1*.